ORCA calculation (ωB97M-V/def2-TZVPD) on an isolated molecule of C4H5NO2 at a distorted geometry.

Properties
DFT total energy	-360.55442	hartree
relative energy (zero: lowest compared OMol25 entry of this formula, charge and spin)	72.2	kcal/mol

Element x y z (Å)
N (1.05726, 0.36594, 0.86435)
C (0.88924, -0.92919, 0.18692)
O (0.67782, -0.60255, -1.17943)
C (-0.41934, 0.25969, -0.98756)
C (-0.19910, 0.90715, 0.36104)
C (-1.14995, -0.31655, 0.17347)
O (-0.38806, -1.39618, 0.62152)
H (1.42406, 1.10245, 0.21161)
H (1.63764, -1.70990, 0.32316)
H (-0.81974, 0.72770, -1.86536)
H (-0.52689, 1.82600, 0.81349)
H (-2.18292, -0.23457, 0.47679)

These are the Mulliken partial charges, in e, on atoms 1 to 5: atom 1 (N): -0.514, atom 2 (C): 0.312, atom 3 (O): -0.421, atom 4 (C): -0.142, atom 5 (C): -0.474

---

ORCA calculation (ωB97M-V/def2-TZVPD) on a structure of composition C3H3KO3 at a distorted geometry.

Properties
DFT total energy	-941.77487	hartree
relative energy (zero: lowest compared OMol25 entry of this formula, charge and spin)	0.8	kcal/mol

Element x y z (Å)
O (1.18565, -1.48060, -0.76440)
C (-1.94953, -0.13266, 0.19687)
C (-0.91515, 0.02009, -0.63170)
O (0.30196, 0.47702, -0.20844)
C (1.36509, -0.43138, -0.16586)
O (2.38546, -0.02610, 0.45090)
K (3.39017, 2.08319, 1.77092)
H (-1.85491, 0.08026, 1.26333)
H (-0.98743, -0.16582, -1.70879)
H (-2.92132, -0.42399, -0.20283)

These are the Mulliken partial charges, in e, on atoms 1 to 5: atom 1 (O): -0.624, atom 2 (C): -0.654, atom 3 (C): 0.062, atom 4 (O): -0.350, atom 5 (C): 0.531

---

ORCA calculation (ωB97M-V/def2-TZVPD) on a cluster of 2 separate species, C2H4INO in total at a distorted geometry.

Properties
DFT total energy	-506.17294	hartree
relative energy (zero: lowest compared OMol25 entry of this formula, charge and spin)	63.5	kcal/mol

Element x y z (Å)
C (-0.61866, 0.68466, 0.27458)
C (1.12322, -0.80051, -0.60754)
N (-0.04001, 1.42055, 1.05269)
O (-0.25413, -0.32018, -0.41944)
I (-3.90631, -0.16049, -0.17529)
H (1.67422, -0.44186, -1.36604)
H (0.99358, -1.90325, -0.74477)
H (1.64022, -0.55542, 0.29994)
H (-0.61213, 2.07649, 1.68587)

These are the Mulliken partial charges, in e, on atoms 1 to 5: atom 1 (C): 0.359, atom 2 (C): -0.664, atom 3 (N): -0.497, atom 4 (O): -0.262, atom 5 (I): -0.109

---

ORCA calculation (ωB97M-V/def2-TZVPD) on a structure of composition C35H26BN7O4RhS.

Properties
DFT total energy	-2567.04286	hartree
relative energy (zero: lowest compared OMol25 entry of this formula, charge and spin)	35.2	kcal/mol
net charge	+1
multiplicity	5

Element x y z (Å)
Rh (0.29754, 0.27492, -0.58608)
N (-2.91524, 1.45640, 1.99851)
C (-2.24089, 0.87804, 1.00845)
N (-1.00368, 1.17018, 0.72920)
C (-0.32519, 2.10798, 1.50452)
N (0.97721, 2.32019, 1.26754)
N (1.41972, 1.54675, 0.34473)
C (2.77829, 1.53319, -0.02896)
C (3.09365, 0.61006, -1.01233)
C (4.40105, 0.44278, -1.52818)
C (4.63041, -0.49328, -2.50462)
C (3.56817, -1.26794, -2.97336)
C (2.29978, -1.07064, -2.43968)
N (2.05499, -0.17695, -1.49742)
C (-1.01004, 2.78547, 2.56633)
C (-0.40546, 3.75428, 3.37909)
C (-1.12274, 4.34004, 4.39541)
C (-2.45263, 3.97315, 4.62901)
C (-3.06632, 3.01993, 3.84524)
C (-2.34098, 2.42993, 2.81698)
H (-3.86137, 1.15814, 2.18084)
H (-2.74942, 0.13102, 0.41255)
H (3.47957, 2.19433, 0.45705)
H (5.19798, 1.06201, -1.14089)
H (5.62470, -0.62836, -2.90745)
H (3.70983, -2.01340, -3.74163)
H (1.44793, -1.64612, -2.77866)
H (0.62461, 4.02100, 3.19169)
H (-0.65624, 5.08709, 5.02217)
H (-3.00577, 4.43884, 5.43289)
H (-4.09390, 2.72918, 4.02409)
O (1.59444, -0.36694, 2.36752)
S (0.56888, -1.37384, 2.37308)
O (-0.61899, -1.15037, 3.16177)
N (0.14586, -1.55089, 0.79744)
C (-0.81775, -2.39676, 0.38800)
C (-1.34563, -3.50032, 1.17248)
C (-2.23545, -4.35994, 0.61883)
C (-2.66992, -4.18521, -0.71433)
C (-2.23649, -3.10221, -1.50748)
C (-2.66984, -2.89825, -2.82321)
C (-2.16943, -1.77942, -3.53230)
C (-1.32550, -0.91381, -2.92149)
N (-0.90803, -1.06872, -1.60473)
C (-1.32124, -2.17506, -0.92974)
C (1.31250, -2.89006, 2.88248)
C (0.88371, -3.49820, 4.05178)
C (1.50249, -4.67091, 4.46186)
C (2.52652, -5.21810, 3.70272)
C (2.94683, -4.59590, 2.53289)
C (2.34317, -3.42112, 2.11833)
H (-1.02038, -3.63197, 2.19168)
H (-2.61933, -5.18884, 1.19769)
H (-3.37067, -4.88868, -1.14574)
H (-3.35758, -3.59358, -3.28267)
H (-2.45516, -1.60031, -4.55916)
H (-0.93086, -0.05372, -3.44498)
H (0.07953, -3.05457, 4.62336)
H (1.18336, -5.15597, 5.37438)
H (3.00320, -6.13464, 4.02399)
H (3.74806, -5.02646, 1.94753)
H (2.66327, -2.91889, 1.21394)
O (0.85092, 2.05271, -2.97929)
B (0.00894, 1.73570, -1.91864)
O (-1.11161, 2.56249, -1.91178)
C (-0.95789, 3.39778, -3.00293)
C (-1.79558, 4.39271, -3.44809)
C (-1.38654, 5.08255, -4.58808)
C (-0.19436, 4.77436, -5.23479)
C (0.64421, 3.76186, -4.77167)
C (0.22726, 3.09124, -3.64648)
H (-2.72086, 4.62404, -2.93916)
H (-2.01120, 5.87443, -4.97803)
H (0.08904, 5.33175, -6.11700)
H (1.57253, 3.51386, -5.26699)

These are the Mulliken partial charges, in e, on atoms 1 to 5: atom 1 (Rh): -0.277, atom 2 (N): 0.177, atom 3 (C): -0.935, atom 4 (N): 0.484, atom 5 (C): 0.076

---

ORCA calculation (ωB97M-V/def2-TZVPD) on a cluster of 2 separate species, C5H9NO in total at a distorted geometry.

Properties
DFT total energy	-325.79964	hartree
relative energy (zero: lowest compared OMol25 entry of this formula, charge and spin)	86.5	kcal/mol

Element x y z (Å)
C (-4.51566, 0.33623, 0.52234)
C (-3.34617, -0.25809, 0.43331)
C (-2.25074, -0.69087, -0.04126)
O (-1.20865, -1.17569, -0.27578)
H (-5.07129, 0.33281, 1.44891)
H (-4.97633, 0.85198, -0.31231)
C (2.14211, 0.44846, -1.32316)
N (1.50606, 0.35285, -0.02641)
C (2.36289, -0.25884, 0.96714)
H (3.01106, 1.10328, -1.23866)
H (2.48105, -0.52176, -1.71910)
H (1.44147, 0.88885, -2.03058)
H (0.65268, -0.19359, -0.11269)
H (1.82050, -0.32958, 1.90836)
H (2.71417, -1.26376, 0.68540)
H (3.23686, 0.37772, 1.11450)

These are the Mulliken partial charges, in e, on atoms 1 to 5: atom 1 (C): -0.602, atom 2 (C): -0.219, atom 3 (C): 0.816, atom 4 (O): -0.522, atom 5 (H): 0.238

---

ORCA calculation (ωB97M-V/def2-TZVPD) on a cluster of 2 separate species, C6H16S in total at a distorted geometry.

Properties
DFT total energy	-636.36303	hartree
relative energy (zero: lowest compared OMol25 entry of this formula, charge and spin)	11.8	kcal/mol

Element x y z (Å)
C (1.06301, 2.89677, 0.22961)
C (0.12841, 1.96494, 0.99759)
C (-0.55831, 2.78339, 2.10010)
C (-0.95187, 1.37254, 0.06485)
H (1.64082, 3.50962, 0.92327)
H (0.49903, 3.63014, -0.34509)
H (1.70356, 2.34154, -0.45926)
H (0.73888, 1.15430, 1.39247)
H (-1.38624, 3.33733, 1.65620)
H (-0.94058, 2.15092, 2.91663)
H (0.08577, 3.44284, 2.67199)
H (-1.04490, 0.30589, 0.29041)
H (-1.92454, 1.83416, 0.17399)
H (-0.54838, 1.31556, -0.94477)
C (0.95037, -2.47919, 0.59560)
C (0.78037, -1.78457, -0.76836)
S (-0.62149, -2.44621, -1.68192)
H (0.03120, -2.38786, 1.16220)
H (1.82013, -2.07940, 1.12368)
H (1.24628, -3.50781, 0.36010)
H (0.78145, -0.71105, -0.60598)
H (1.66730, -1.93973, -1.37782)
H (-1.40771, -1.37754, -1.79667)

These are the Mulliken partial charges, in e, on atoms 1 to 5: atom 1 (C): -1.502, atom 2 (C): 0.950, atom 3 (C): -1.502, atom 4 (C): -1.182, atom 5 (H): 0.410